Entry P
DFT (ωB97M-V with the def2-TZVPD basis set) results for a gas-phase ion, C5H10NO2 (charge -1).

Computed properties:
SMILES: CC(C)CNC(=O)[O-]
Lowest unoccupied orbital energy: 3.71 eV

The geometry in ORCA input format:
```
! RIJCOSX wB97M-V def2-TZVPD def2/J DEFGRID3
* xyz -1 1
C 0.8286 -0.6803 1.1890
C -0.3717 0.1646 0.7221
C -1.6648 -0.2020 1.4281
C -0.5310 0.1036 -0.8001
N 0.4376 0.8789 -1.5313
C 1.6799 0.3920 -2.0302
O 1.9386 -0.8092 -1.8043
O 2.3273 1.2376 -2.6944
H 0.5018 -1.6902 1.4665
H 1.2730 -0.2325 2.0790
H 1.5311 -0.7873 0.3639
H -0.0922 1.2000 0.9246
H -1.6469 0.1131 2.4724
H -1.8504 -1.2785 1.3919
H -2.5323 0.2884 0.9970
H -1.5239 0.4660 -1.0967
H -0.4618 -0.9284 -1.1692
H 0.1571 1.7641 -1.9083
*
```

=====

Entry Q
DFT (ωB97M-V with the def2-TZVPD basis set) results for 2 unconnected molecules or ions with the total composition C5H10NO2.

Computed properties:
Lowest unoccupied orbital energy: 3.88 eV

The geometry in ORCA input format:
```
! RIJCOSX wB97M-V def2-TZVPD def2/J DEFGRID3
* xyz -1 1
C -1.3537 1.1360 0.6256
C 0.8510 -0.9864 -0.8753
C 2.0121 -0.4724 1.3060
C -2.1564 0.7993 -0.6319
C 1.1822 -1.5052 0.5704
N -2.3654 1.8678 -1.3435
O -2.7836 1.7918 -2.5637
O -1.8171 2.3214 0.9663
H 1.7828 -2.4502 0.5067
H 1.7692 -1.0354 -1.4341
H 0.3925 -0.0006 -0.7200
H 0.0320 -1.6492 -1.2684
H 2.5628 -0.7969 2.1832
H 2.8302 -0.0978 0.5628
H 1.3165 0.3496 1.6063
H -2.1502 -0.2457 -1.0106
H 0.2670 -1.7317 1.1524
H -2.3720 2.7054 0.3679
*
```

=====

Entry R
DFT (ωB97M-V with the def2-TZVPD basis set) results for a gas-phase ion, C5H10NO2 (charge -1).

Computed properties:
SMILES: CC[C@@H]1NCO[C@@H]1[O-]
Lowest unoccupied orbital energy: 4.26 eV

The geometry in ORCA input format:
```
! RIJCOSX wB97M-V def2-TZVPD def2/J DEFGRID3
* xyz -1 1
C 1.3509 1.4159 -1.2178
C -0.0836 1.1717 -0.7984
C -0.2148 -0.3026 -0.3795
N -1.5351 -0.7499 0.0536
C -1.2557 -1.8152 1.0561
O 0.0731 -1.6259 1.5171
C 0.6127 -0.3017 1.0307
O 0.4453 0.6402 1.8279
H 1.8831 1.9775 -0.3120
H 1.8062 0.4875 -1.5254
H 1.3356 2.0929 -2.0933
H -0.7183 1.5271 -1.6244
H -0.3839 1.7465 0.1159
H 0.1318 -1.1418 -1.0543
H -1.9688 0.1053 0.3651
H -2.0726 -1.8820 1.7741
H -1.0385 -2.6237 0.3750
H 1.6327 -0.7220 0.8897
*
```

=====

Entry S
DFT (ωB97M-V with the def2-TZVPD basis set) results for a molecular structure, C5H10NO2.

Computed properties:
Lowest unoccupied orbital energy: 4.13 eV

The geometry in ORCA input format:
```
! RIJCOSX wB97M-V def2-TZVPD def2/J DEFGRID3
* xyz -1 1
C -1.8357 -0.2685 1.6648
C -0.7904 0.8592 1.7533
C -1.9922 -0.8842 0.2745
N -0.2053 1.5222 -1.2636
C 0.7444 0.6911 -1.6042
C 1.4561 -0.3802 -0.7721
O 1.3511 -1.4928 -1.3300
O 2.0643 -0.0665 0.2629
H -1.5048 -1.0327 2.3614
H -2.7760 -0.0138 2.1743
H -1.0185 1.5926 2.5187
H -0.7538 1.3756 0.7720
H 0.1894 0.3844 1.7435
H -1.0604 -1.3827 0.0036
H -2.2082 -0.0943 -0.4401
H -2.7361 -1.6747 0.3685
H 0.7966 1.6834 -0.7190
H 1.2371 0.7819 -2.5972
*
```

=====

Which of them is most stable? Easy: entry P.

=====

Entry P
DFT (ωB97M-V with the def2-TZVPD basis set) results for C19H22N2O in the gas phase.

Computed properties:
SMILES: CCO/C=N/C1=C(C#N)C2(CCCCC2)Cc2ccccc21
Lowest unoccupied orbital energy: 0.00 eV

The geometry in ORCA input format:
```
! RIJCOSX wB97M-V def2-TZVPD def2/J DEFGRID3
* xyz 0 1
C -3.8683 -1.2002 -3.7448
C -4.0658 -2.1883 -2.5888
O -2.7896 -2.8783 -2.3221
C -1.8067 -2.1745 -1.6274
N -2.0306 -1.0706 -0.9154
C -0.9953 -0.4091 -0.2566
C -0.1502 -0.9927 0.6979
C -0.3580 -2.3613 1.1195
N -0.2968 -3.4672 1.4535
C 0.9960 -0.1999 1.3378
C 2.2231 -0.2628 0.3963
C 3.5683 -0.5333 1.0740
C 3.7515 0.1839 2.4185
C 2.6107 -0.0107 3.4097
C 1.3743 -0.7437 2.7938
C 0.5683 1.2523 1.5253
C 0.0251 1.8150 0.2833
C 0.2716 3.1659 -0.0807
C -0.3731 3.6955 -1.2063
C -1.2707 2.9414 -1.9746
C -1.4503 1.5920 -1.6423
C -0.7987 1.0365 -0.5345
H -3.0305 -0.5663 -3.5341
H -4.7539 -0.5414 -3.8647
H -3.6803 -1.7534 -4.6805
H -4.8233 -2.9073 -2.8980
H -4.4205 -1.6420 -1.6921
H -0.8117 -2.6036 -1.7338
H 2.2800 0.6745 -0.1455
H 2.0689 -1.0715 -0.3238
H 4.3729 -0.2322 0.3977
H 3.7131 -1.6155 1.2626
H 4.6760 -0.1626 2.8439
H 3.8143 1.2712 2.1843
H 2.9430 -0.5451 4.3199
H 2.3253 0.9833 3.8035
H 0.5345 -0.6382 3.4808
H 1.5945 -1.8087 2.7037
H 1.4274 1.8136 1.8901
H -0.1998 1.2911 2.2889
H 0.8798 3.7781 0.5896
H -0.1080 4.7533 -1.4434
H -1.8231 3.3595 -2.7806
H -2.1133 0.9730 -2.2845
*
```

=====

Entry Q
DFT (ωB97M-V with the def2-TZVPD basis set) results for C19H22N2O in the gas phase.

Computed properties:
SMILES: Cc1ccccc1NC(=O)CCN1CCc2ccccc2C1
Lowest unoccupied orbital energy: 0.59 eV

The geometry in ORCA input format:
```
! RIJCOSX wB97M-V def2-TZVPD def2/J DEFGRID3
* xyz 0 1
C -2.8316 -0.5146 -2.6157
C -3.3149 -0.7703 -1.2150
C -4.2318 -1.7813 -0.9741
C -4.6949 -2.0478 0.3027
C -4.2341 -1.2924 1.3652
C -3.3204 -0.2770 1.1531
C -2.8572 -0.0071 -0.1302
N -1.9344 1.0173 -0.3833
C -1.2996 1.8488 0.4947
O -1.4545 1.8350 1.6964
C -0.3653 2.8406 -0.1775
C 1.0198 2.8603 0.5142
N 1.9007 1.7622 0.2212
C 2.3430 1.6477 -1.1507
C 3.6639 0.8825 -1.1551
C 3.5186 -0.4237 -0.4280
C 4.4159 -1.4610 -0.6509
C 4.2959 -2.6604 0.0248
C 3.2664 -2.8356 0.9351
C 2.3699 -1.8092 1.1625
C 2.4887 -0.5983 0.4908
C 1.4740 0.4841 0.7408
H -3.0911 0.4926 -2.9468
H -3.2943 -1.2188 -3.3022
H -1.7499 -0.6400 -2.6889
H -4.5892 -2.3724 -1.8054
H -5.4095 -2.8409 0.4628
H -4.5855 -1.4896 2.3667
H -2.9590 0.3135 1.9776
H -1.7145 1.1411 -1.3604
H -0.8080 3.8308 -0.0531
H -0.2533 2.6423 -1.2445
H 0.8514 2.8792 1.5943
H 1.5395 3.7794 0.2285
H 1.6124 1.1122 -1.7851
H 2.4886 2.6485 -1.5643
H 4.4192 1.4870 -0.6453
H 4.0035 0.7114 -2.1790
H 5.2159 -1.3207 -1.3644
H 5.0012 -3.4577 -0.1583
H 3.1640 -3.7704 1.4662
H 1.5634 -1.9409 1.8700
H 0.5162 0.1523 0.2914
H 1.3009 0.5899 1.8156
*
```

=====

Which of them is most stable? Easy: entry Q.

=====

Entry P
DFT (ωB97M-V with the def2-TZVPD basis set) results for 2 unconnected molecules or ions with the total composition C9H6ClNO.

Computed properties:
Lowest unoccupied orbital energy (spin up / spin down): -1.16 / -1.79 eV

The geometry in ORCA input format:
```
! RIJCOSX wB97M-V def2-TZVPD def2/J DEFGRID3
* xyz 0 1
C -2.7745 -0.4879 0.4759
C 2.1162 0.1981 -1.5444
C 1.3197 1.4362 -1.4399
C 1.6267 -1.0419 -1.2022
C -0.0479 1.2942 -1.0350
C 0.3328 -1.2231 -0.8178
C -0.4877 -0.0934 -0.7102
C -0.7961 0.1254 2.8236
C -1.7690 -0.1657 -0.3186
N -3.5782 -0.4956 1.3002
O -0.0398 0.3614 1.9402
Cl -0.7535 -1.2747 3.9112
H 3.1825 0.3496 -1.9348
H 1.6883 2.3793 -1.7139
H 2.4386 -1.8824 -1.1469
H -0.6757 2.0582 -1.2831
H -0.0039 -2.1376 -0.3477
H -1.7787 0.5998 3.0434
*
```

=====

Entry Q
DFT (ωB97M-V with the def2-TZVPD basis set) results for C9H6ClNO in the gas phase.

Computed properties:
SMILES: Clc1cc(-c2ccccc2)no1
Lowest unoccupied orbital energy: 0.37 eV

The geometry in ORCA input format:
```
! RIJCOSX wB97M-V def2-TZVPD def2/J DEFGRID3
* xyz 0 1
Cl 2.8955 -4.2266 -0.4233
C 1.6814 -3.0684 -0.4870
C 1.4824 -1.9512 0.3520
C 0.4379 -1.1896 -0.2690
C -0.1048 0.2155 -0.1133
C -1.0020 0.7417 -1.0711
C -1.6724 1.8905 -0.7424
C -1.4367 2.6206 0.5146
C -0.6197 1.9842 1.4410
C 0.1255 0.8364 1.1212
N 0.1173 -1.8358 -1.3959
O 0.8839 -2.9604 -1.6010
H 2.2222 -1.8355 1.2330
H -1.1032 0.1067 -1.9036
H -2.3472 2.3254 -1.4618
H -2.1373 3.4978 0.7243
H -0.2549 2.5166 2.3054
H 0.8322 0.3321 1.7768
*
```

=====

Which of them is most stable? Easy: entry Q.

=====

Entry P
DFT (ωB97M-V with the def2-TZVPD basis set) results for 7 unconnected molecules or ions with the total composition H13O6S.

Computed properties:
Lowest unoccupied orbital energy: 3.44 eV

The geometry in ORCA input format:
```
! RIJCOSX wB97M-V def2-TZVPD def2/J DEFGRID3
* xyz -1 1
S -0.0842 -0.6209 -1.5285
H -0.6235 -1.5931 -2.2779
H -0.6595 3.1271 -1.9781
H 0.2446 1.9206 -2.0700
O 0.2453 2.8511 -1.8031
H 0.0901 -0.3173 2.4448
H 0.4198 -1.4887 3.2995
O 0.5096 -0.5295 3.2974
H 3.7460 -0.6099 0.2024
H 2.2822 -0.5254 0.1293
O 2.9907 -1.1709 -0.0158
H 0.4663 -1.9381 0.2358
H 1.5403 -2.6455 0.9521
O 0.5798 -2.5309 1.0087
H -0.6164 1.5479 0.5563
H -1.1869 0.1481 0.1737
O -1.2208 0.8648 0.8588
H -3.1209 1.6040 -0.5754
H -2.5107 0.5665 -1.4027
O -3.0918 1.3401 -1.5073
*
```

=====

Entry Q
DFT (ωB97M-V with the def2-TZVPD basis set) results for 7 unconnected molecules or ions with the total composition H13O6S.

Computed properties:
Lowest unoccupied orbital energy: 3.09 eV

The geometry in ORCA input format:
```
! RIJCOSX wB97M-V def2-TZVPD def2/J DEFGRID3
* xyz -1 1
S -0.6896 -1.8684 -1.2106
H -0.5545 -3.3030 -1.5296
H -1.5149 -0.7994 0.9086
H -0.7163 -1.0824 2.1635
O -1.3232 -0.4198 1.7774
H 1.4712 1.2311 -0.3058
H 1.2011 2.1159 0.8743
O 1.1492 2.1248 -0.1231
H 2.5651 -1.7747 0.4187
H 1.2422 -2.3053 -0.1703
O 1.9608 -2.4594 0.3399
H -0.9373 2.2736 -0.2388
H -1.8972 1.2225 0.3945
O -1.8498 2.0384 -0.2092
H -0.3501 2.3745 3.2442
H -0.4904 1.1094 2.6900
O 0.2282 1.6955 2.9678
H -0.3081 -0.1717 -4.1494
H 0.4844 -1.1760 -3.4648
O 0.3293 -0.8257 -4.3772
*
```

=====

Which of them is most stable? Easy: entry P.

=====

Entry P
DFT (ωB97M-V with the def2-TZVPD basis set) results for 2 unconnected molecules or ions with the total composition CH2FNO.

Computed properties:
Lowest unoccupied orbital energy (spin up / spin down): -1.17 / -1.17 eV

The geometry in ORCA input format:
```
! RIJCOSX wB97M-V def2-TZVPD def2/J DEFGRID3
* xyz 0 1
C -0.9176 -0.5680 -0.2382
N 1.1477 0.0411 -0.0400
O 2.3747 0.2075 -0.1509
F -1.3682 0.7010 -0.1555
H -1.1593 -1.0253 0.6462
H 0.6321 0.8878 -0.1142
*
```

=====

Entry Q
DFT (ωB97M-V with the def2-TZVPD basis set) results for a molecular structure, CH2FNO.

Computed properties:
Lowest unoccupied orbital energy: -1.36 eV

The geometry in ORCA input format:
```
! RIJCOSX wB97M-V def2-TZVPD def2/J DEFGRID3
* xyz 0 1
C -0.3580 0.6898 0.0465
N 0.0640 -0.5521 0.2180
O 0.2000 1.7735 0.0352
F 1.7018 -0.9847 -0.0321
H -1.4614 0.4504 0.0360
H -0.1463 -1.3769 -0.3036
*
```

=====

Entry R
DFT (ωB97M-V with the def2-TZVPD basis set) results for 2 unconnected molecules or ions with the total composition CH2FNO.

Computed properties:
Lowest unoccupied orbital energy (spin up / spin down): -0.83 / -0.83 eV

The geometry in ORCA input format:
```
! RIJCOSX wB97M-V def2-TZVPD def2/J DEFGRID3
* xyz 0 1
C 0.1724 -0.0156 0.5731
N 0.7672 0.3482 -0.5676
O 0.7337 -1.0558 -0.0566
F -1.8146 0.0295 -0.2223
H -0.0136 0.3567 1.6080
H 0.1549 0.3369 -1.3347
*
```

=====

Which of them is most stable? Easy: entry Q.

=====

Entry P
DFT (ωB97M-V with the def2-TZVPD basis set) results for 2 unconnected molecules or ions with the total composition C4H8FN.

Computed properties:
Lowest unoccupied orbital energy: 0.54 eV

The geometry in ORCA input format:
```
! RIJCOSX wB97M-V def2-TZVPD def2/J DEFGRID3
* xyz 0 1
C -1.9219 0.7367 0.9457
C -0.8201 0.3027 0.4483
C 0.9486 0.7600 -1.0511
C 0.5045 -1.5137 -0.2459
N 0.0279 -0.1560 -0.4102
F 0.6371 0.6194 2.2104
H -1.9608 1.0902 1.9624
H -2.8443 0.7490 0.3787
H 0.6575 1.7878 -0.8444
H 1.9588 0.6010 -0.6632
H 0.9398 0.5838 -2.1295
H -0.3320 -2.1718 -0.0187
H 0.9879 -1.8355 -1.1670
H 1.2170 -1.5536 0.5843
*
```

=====

Entry Q
DFT (ωB97M-V with the def2-TZVPD basis set) results for 2 unconnected molecules or ions with the total composition C4H8FN.

Computed properties:
SMILES: C#CN(C)C.F
Lowest unoccupied orbital energy: 0.82 eV

The geometry in ORCA input format:
```
! RIJCOSX wB97M-V def2-TZVPD def2/J DEFGRID3
* xyz 0 1
C 1.7094 1.5863 -0.6330
C 0.6972 0.9374 -0.5354
N -0.3042 0.0834 -0.2139
C -0.2935 -1.2437 -0.8991
C -0.6099 0.3000 1.1572
H 2.2963 2.4394 -0.6832
H -1.2102 -1.3629 -1.4906
H 0.3141 -1.1293 -1.8153
H -0.1728 -2.0977 -0.2384
H 0.1346 0.0113 1.8286
H -0.8137 1.4379 1.3476
H -1.6626 -0.0547 1.3319
F 3.2448 0.1737 1.2597
H 2.5632 0.8294 0.7735
*
```

=====

Which of them is most stable? Easy: entry P.